ORCA calculation (ωB97M-V with the def2-TZVPD basis set) on a molecular structure, C31H21Cl2IN13O3PbS2 in a non-equilibrium geometry.

Positions of all 74 atoms, in Å:
Pb1 0.08 0.33 -0.27
Cl1 -3.15 0.68 5.90
C1 -2.93 0.48 4.19
C2 -1.76 -0.12 3.73
C3 -1.53 -0.26 2.36
N1 -0.42 -0.87 1.80
C4 0.39 -1.65 2.51
O1 0.53 -1.74 3.73
C5 1.28 -2.61 1.63
C6 1.88 -3.69 2.49
C7 3.10 -4.19 2.29
C8 3.96 -3.66 1.26
C9 3.63 -2.55 0.60
N2 1.80 -1.32 -0.40
C10 -2.52 0.21 1.45
C11 -3.70 0.78 1.94
C12 -3.90 0.91 3.31
Cl2 -5.38 1.60 3.89
N3 -2.23 0.04 0.12
C13 -3.10 0.12 -0.88
O2 -4.27 0.51 -0.90
C14 -2.50 -0.46 -2.14
C15 -3.36 -0.84 -3.17
C16 -2.85 -1.52 -4.26
C17 -1.49 -1.78 -4.31
C18 -0.69 -1.32 -3.27
N4 -1.18 -0.68 -2.22
H1 -1.04 -0.49 4.43
H2 1.22 -4.09 3.25
H3 3.46 -5.01 2.89
H4 4.89 -4.17 1.04
H5 4.27 -2.13 -0.17
H6 -4.45 1.11 1.25
H7 -4.41 -0.61 -3.06
H8 -3.51 -1.85 -5.06
H9 -1.05 -2.34 -5.12
H10 0.37 -1.51 -3.25
N5 0.51 2.14 3.09
C19 -0.46 2.63 2.32
N6 -0.48 2.57 1.03
C20 -1.50 3.31 0.48
C21 -2.29 3.94 1.39
S1 -1.76 3.62 3.00
C22 -1.64 3.39 -0.96
C23 -2.27 4.39 -1.63
S2 -2.20 4.13 -3.33
C24 -1.30 2.64 -3.00
N7 -1.09 2.42 -1.76
N8 -0.83 1.87 -4.03
H11 1.16 1.52 2.60
H12 0.30 1.90 4.04
H13 -3.15 4.55 1.22
H14 -2.74 5.27 -1.23
H15 -1.30 2.00 -4.91
H16 -0.69 0.91 -3.76
N9 3.39 -0.91 2.83
C25 2.64 -0.60 1.76
O3 2.24 0.54 1.56
C26 2.35 -1.79 0.83
C27 2.12 -1.80 -1.54
N10 2.34 -2.08 -2.65
C28 0.42 -3.31 0.70
N11 -0.23 -3.94 0.00
H17 3.46 -0.22 3.57
H18 3.51 -1.88 3.09
I1 6.01 -0.28 -1.86
C29 4.14 0.55 -2.22
C30 3.41 0.45 -3.38
N12 2.27 1.12 -3.15
N13 2.22 1.62 -1.92
C31 3.35 1.29 -1.33
H19 3.63 -0.04 -4.31
H20 1.47 1.23 -3.76
H21 3.54 1.57 -0.32

Values from the calculation:
* multiplicity: 1
* HOMO: -4.4029 eV
* orbital gap: 0.237 Ha
* strongest force on any atom: 1.39 eV/A
* M: 1092.7 g/mol
* net charge: -1